Molecular formula: C4H10
Method: DFT, wB97M-V/def2-TZVPD

Geometry as ORCA input:
```
! RIJCOSX wB97M-V def2-TZVPD def2/J DEFGRID3
* xyz 0 1
C 1.31 1.38 0.53
C -0.02 0.72 0.19
C 0.04 -0.78 -0.08
C -1.31 -1.32 -0.63
H 1.69 0.99 1.47
H 1.19 2.46 0.55
H 2.05 1.18 -0.24
H -0.50 1.32 -0.59
H -0.77 0.78 1.00
H 0.85 -1.01 -0.77
H 0.23 -1.30 0.86
H -1.14 -2.18 -1.28
H -1.80 -0.59 -1.28
H -1.92 -1.58 0.23
*
```

Properties
HOMO, eV: -11.0
SMILES string: CCCC
Molecular weight, g/mol: 58.1
Energy relative to the best compared isomer or geometry (same formula, charge and spin), kJ/mol: 29.7

---

Molecular formula: C4H10
Method: DFT, wB97M-V/def2-TZVPD

Geometry as ORCA input:
```
! RIJCOSX wB97M-V def2-TZVPD def2/J DEFGRID3
* xyz 1 2
C -2.52 0.23 3.25
H -2.43 0.61 2.22
H -1.85 0.89 3.81
H -2.32 -0.83 3.29
H -3.55 0.48 3.48
C 0.96 -1.21 -1.82
C 1.16 0.22 -1.50
C 2.26 0.95 -1.92
H 0.62 -1.61 -0.85
H 0.13 -1.41 -2.51
H 1.84 -1.70 -2.21
H 0.44 0.85 -0.99
H 2.05 2.00 -2.09
H 3.22 0.52 -2.15
*
```

Properties
HOMO (alpha / beta), eV: -15.2 / -15.2
Molecular weight, g/mol: 58.1
Energy relative to the best compared isomer or geometry (same formula, charge and spin), kJ/mol: 15.7

---

Molecular formula: C4H10AlBO2
Method: DFT, wB97M-V/def2-TZVPD

Geometry as ORCA input:
```
! RIJCOSX wB97M-V def2-TZVPD def2/J DEFGRID3
* xyz 3 2
Al -1.91 1.04 -1.94
B -4.49 2.34 -3.14
H -4.97 1.75 -2.38
H -5.32 2.86 -3.60
H -3.80 2.99 -2.63
H -3.97 1.75 -3.88
O 0.35 -0.13 -0.35
C 1.16 -0.69 0.40
O 0.98 -1.94 0.82
C 1.90 -2.35 1.76
C 2.60 -0.99 2.21
C 2.33 -0.01 1.14
H 2.61 -3.10 1.43
H 1.46 -2.77 2.68
H 3.68 -1.16 2.29
H 2.21 -0.68 3.18
H 3.22 0.14 0.52
H 1.96 0.95 1.51
*
```

Properties
HOMO (alpha / beta), eV: -22.7 / -22.2
Molecular weight, g/mol: 127.9
Energy relative to the best compared isomer or geometry (same formula, charge and spin), kJ/mol: 7.2

---

Molecular formula: C4H10BINO2
Method: DFT, wB97M-V/def2-TZVPD

Geometry as ORCA input:
```
! RIJCOSX wB97M-V def2-TZVPD def2/J DEFGRID3
* xyz 1 1
C 2.95 -1.37 -0.87
O 1.74 -0.57 -0.54
B 0.75 -0.98 0.26
O 0.57 -2.16 0.85
C -0.45 0.13 0.31
C -0.38 1.35 -0.40
N -1.44 2.30 -0.55
C -1.64 -0.16 1.24
I -3.47 -0.28 0.03
H 3.19 -2.14 -0.18
H 3.79 -0.67 -0.78
H 2.76 -1.73 -1.90
H -0.14 -2.12 1.45
H 0.51 1.60 -1.06
H -1.69 2.68 0.29
H -2.37 1.79 -0.81
H -1.27 3.00 -1.22
H -1.90 0.56 2.16
H -1.51 -1.23 1.72
*
```

Properties
HOMO, eV: -13.6
SMILES string: COB(O)/C(=C/[NH3+])CI
Molecular weight, g/mol: 241.8
Energy relative to the best compared isomer or geometry (same formula, charge and spin), kJ/mol: 0.0

---

Molecular formula: C4H10BNO
Method: DFT, wB97M-V/def2-TZVPD

Geometry as ORCA input:
```
! RIJCOSX wB97M-V def2-TZVPD def2/J DEFGRID3
* xyz 0 1
O 1.29 2.07 0.76
B 1.23 1.15 0.02
C 1.07 0.08 -1.13
C 1.85 -1.13 -1.46
C 0.45 -1.33 -1.07
H 0.61 0.74 -1.73
H 2.65 -1.33 -0.75
H 2.18 -1.42 -2.41
H -0.12 -1.52 -1.98
H 0.15 -1.68 -0.12
C -1.67 0.32 0.91
N -1.72 1.26 2.05
H -1.27 -0.70 1.17
H -2.75 0.36 0.53
H -1.07 0.80 0.13
H -2.12 0.70 2.81
H -0.78 1.63 2.28
*
```

Properties
HOMO, eV: -9.1
SMILES string: O=BC1CC1.CN
Molecular weight, g/mol: 98.9
Energy relative to the best compared isomer or geometry (same formula, charge and spin), kJ/mol: 181.8

---

Molecular formula: C4H10BrP
Method: DFT, wB97M-V/def2-TZVPD

Geometry as ORCA input:
```
! RIJCOSX wB97M-V def2-TZVPD def2/J DEFGRID3
* xyz 0 1
C 0.05 -0.62 1.15
C -1.42 -0.45 -0.87
C 1.14 0.45 -0.95
C -0.15 0.21 -0.09
P -0.65 2.09 0.31
Br -2.33 2.02 1.61
H 0.85 -0.24 1.87
H -0.85 -0.72 1.78
H 0.49 -1.61 0.98
H -1.22 -1.46 -0.91
H -1.44 -0.06 -1.89
H -2.38 -0.21 -0.35
H 0.88 0.97 -1.84
H 1.88 0.92 -0.20
H 1.37 -0.54 -1.20
H 0.73 2.71 1.71
*
```

Properties
HOMO, eV: -8.7
Molecular weight, g/mol: 169.0
Energy relative to the best compared isomer or geometry (same formula, charge and spin), kJ/mol: 175.8

---

Molecular formula: C4H10Cl2OSi
Method: DFT, wB97M-V/def2-TZVPD

Geometry as ORCA input:
```
! RIJCOSX wB97M-V def2-TZVPD def2/J DEFGRID3
* xyz 0 1
C -1.23 -0.72 1.62
C -1.90 1.38 0.16
C 2.62 -0.31 -1.84
C -1.53 -0.05 0.35
O -0.09 -0.27 -0.78
Si 1.45 -0.34 -0.37
Cl 1.82 -2.07 0.71
Cl 1.87 1.21 0.88
H -0.29 -0.41 1.98
H -2.11 -0.34 2.25
H -1.16 -1.86 1.48
H -1.22 1.97 0.71
H -2.86 1.60 0.46
H -1.91 1.63 -0.90
H 2.13 -0.77 -2.76
H 2.98 0.75 -2.03
H 3.66 -0.79 -1.81
H -2.23 -0.63 -0.11
*
```

Properties
HOMO, eV: -10.6
Molecular weight, g/mol: 173.1
Energy relative to the best compared isomer or geometry (same formula, charge and spin), kJ/mol: 0.0

---

Molecular formula: C4H10ClN
Method: DFT, wB97M-V/def2-TZVPD

Geometry as ORCA input:
```
! RIJCOSX wB97M-V def2-TZVPD def2/J DEFGRID3
* xyz 0 1
C -2.79 -0.43 -0.33
C -1.26 -0.91 0.32
C 0.00 -0.22 -0.19
Cl 0.06 1.54 0.10
C 1.31 -0.83 0.39
N 2.61 -0.59 -0.34
H -2.74 0.64 -0.46
H -2.85 -0.99 -1.24
H -3.54 -0.78 0.41
H -1.13 -1.94 0.22
H -1.18 -1.00 1.39
H 0.11 -0.26 -1.28
H 1.43 -0.45 1.45
H 1.17 -1.88 0.55
H 3.04 0.25 -0.44
H 2.81 -1.24 -1.01
*
```

Properties
HOMO, eV: -9.1
SMILES string: CC[C@@H](Cl)CN
Molecular weight, g/mol: 107.6
Energy relative to the best compared isomer or geometry (same formula, charge and spin), kJ/mol: 133.0

---

Molecular formula: C4H10ClN
Method: DFT, wB97M-V/def2-TZVPD

Geometry as ORCA input:
```
! RIJCOSX wB97M-V def2-TZVPD def2/J DEFGRID3
* xyz 0 1
C -0.03 0.57 2.09
C 0.50 0.68 0.68
C -0.37 0.62 -0.34
C -0.16 1.01 -1.77
Cl -2.02 0.01 -0.08
H -0.50 1.53 2.54
H 0.77 0.27 2.65
H -0.89 -0.26 2.24
H 1.46 0.98 0.42
H 0.02 0.25 -2.50
H -0.86 1.63 -2.09
H 0.80 1.43 -1.91
N 0.61 -2.31 -0.45
H 0.30 -1.78 0.33
H 0.56 -1.68 -1.21
H -0.18 -2.96 -0.60
*
```

Properties
HOMO, eV: -9.3
SMILES string: C/C=C(/C)Cl.N
Molecular weight, g/mol: 107.6
Energy relative to the best compared isomer or geometry (same formula, charge and spin), kJ/mol: 165.8

---

Molecular formula: C4H10ClNO
Method: DFT, wB97M-V/def2-TZVPD

Geometry as ORCA input:
```
! RIJCOSX wB97M-V def2-TZVPD def2/J DEFGRID3
* xyz 0 1
C -1.02 -0.87 1.15
C -0.62 0.08 0.00
O -1.46 0.81 -0.48
N 0.64 0.04 -0.44
C 1.09 1.08 -1.42
C 1.67 -0.89 0.00
H -2.10 -0.65 1.49
H -0.37 -0.93 2.13
H -0.99 -1.87 0.95
H 1.48 0.54 -2.20
H 0.20 1.69 -1.61
H 1.99 1.44 -1.00
H 2.75 -0.48 0.01
H 1.47 -1.33 1.05
H 1.91 -1.71 -0.65
Cl -3.86 1.66 0.97
H -2.80 1.40 0.05
*
```

Properties
HOMO, eV: -10.0
SMILES string: CC(=O)N(C)C.Cl
Molecular weight, g/mol: 123.6
Energy relative to the best compared isomer or geometry (same formula, charge and spin), kJ/mol: 139.8

---

Molecular formula: C4H10FIN2O4S
Method: DFT, wB97M-V/def2-TZVPD

Geometry as ORCA input:
```
! RIJCOSX wB97M-V def2-TZVPD def2/J DEFGRID3
* xyz 0 1
C -2.05 0.43 0.92
C -0.57 0.49 1.28
C 0.21 1.09 0.12
N 1.55 1.64 0.49
I 2.78 1.79 -1.15
S 1.55 3.02 1.38
O 2.85 3.56 1.43
O 0.40 3.82 1.12
F 1.29 2.39 2.79
H -2.20 -0.15 0.00
H -2.63 -0.04 1.71
H -2.45 1.43 0.74
H -0.20 -0.52 1.47
H -0.45 1.08 2.20
H 0.42 0.30 -0.59
H -0.37 1.86 -0.39
C 0.22 -3.57 -2.40
N -0.32 -2.68 -1.33
O -0.62 -3.19 -0.27
O -0.41 -1.50 -1.59
H 0.24 -4.58 -2.02
H -0.44 -3.47 -3.26
H 1.21 -3.20 -2.65
*
```

Properties
HOMO, eV: -9.7
Molecular weight, g/mol: 328.1

---

Molecular formula: C4H10FN2
Method: DFT, wB97M-V/def2-TZVPD

Geometry as ORCA input:
```
! RIJCOSX wB97M-V def2-TZVPD def2/J DEFGRID3
* xyz 1 1
C -0.34 0.15 0.28
C 2.33 0.74 -0.72
C -2.39 -1.13 -0.11
C 1.77 -0.04 0.40
N -0.95 -0.95 -0.04
N -0.88 1.29 0.60
F 1.87 -1.36 0.29
H 3.43 0.69 -0.65
H 2.04 1.79 -0.66
H 2.05 0.32 -1.68
H -2.82 -1.20 0.89
H -2.85 -0.29 -0.65
H -2.61 -2.04 -0.65
H 1.92 0.29 1.43
H -0.38 -1.77 -0.21
H -0.31 2.09 0.84
H -1.88 1.41 0.65
*
```

Properties
HOMO, eV: -14.9
Molecular weight, g/mol: 105.1
Energy relative to the best compared isomer or geometry (same formula, charge and spin), kJ/mol: 17.7

---

Q: Which of these has the highest molecular weight?
A: C4H10FIN2O4S

---

Q: What is the molecular weight in the first record?
A: 58.1 g/mol